[1]
Below is a molecular structure, C47H50BrCrN8O7 at a distorted geometry, with properties calculated with ωB97M-V/def2-TZVPD.

Computed properties:
⟨S²⟩   6.065
Charge   -1
Largest force on an atom   13.26 eV/A
Frontier orbital gap (alpha / beta)   5.99 / 6.21 eV
Spin multiplicity   5
Molecular weight   970.9 u

Last column: Löwdin charge in e.
Positions of all 114 atoms, in Å:
Cr -0.2665 0.0894 -0.3762  1.1013
O 1.4213 1.2564 -0.0214  -0.1706
C 1.7105 2.3326 0.6450  -0.5479
C 0.5716 2.6062 1.8049  -0.0234
C 0.5628 1.4549 2.5686  -0.2142
C 0.9276 1.3430 3.9503  -0.0119
C 0.8260 0.0967 4.8222  -0.0043
C 0.7951 -1.0205 3.9300  -0.0793
C 0.7713 -0.9644 2.5616  -0.3006
C 0.8605 -2.1070 1.9049  0.0558
C 1.3594 -2.4789 0.3761  -0.3096
O 0.4895 -1.8190 -0.4707  -0.2972
C 1.0180 -4.1245 0.0243  -0.1529
C 1.4160 -5.1488 0.7826  -0.0737
C 1.4667 -6.4633 0.2528  -0.1098
C 0.9307 -6.7472 -1.0138  -0.0941
C 0.4542 -5.5870 -1.6364  -0.1353
C 0.6303 -4.2921 -1.2822  -0.0592
C 2.9275 -2.2554 0.1044  -0.2394
C 3.7672 -2.4507 1.1281  -0.0610
C 5.1240 -2.4496 0.9425  -0.0742
C 5.6740 -2.2175 -0.3160  -0.0936
C 4.8063 -1.7902 -1.3382  -0.0070
C 3.3372 -1.7729 -0.9946  -0.0436
N 0.1105 0.1993 2.1124  0.0977
C 1.4313 3.3881 -0.3765  -0.1265
C 0.6078 4.4536 -0.3583  -0.0332
C 0.7120 5.4864 -1.3062  -0.0364
C 1.5541 5.4267 -2.5066  -0.0769
C 2.3709 4.2655 -2.6309  -0.1210
C 2.3501 3.2367 -1.4963  0.0041
C 2.9624 2.3079 1.2851  -0.1559
C 3.5444 3.4071 1.9384  0.0339
C 4.8086 3.2469 2.5358  -0.1080
C 5.6250 2.2328 2.3682  -0.1019
C 5.0855 1.3006 1.5651  -0.1137
C 3.8818 1.3256 1.0112  -0.0283
H -0.3533 2.3946 1.2356  0.1202
H 0.7337 3.2717 2.3714  0.0321
H 0.6532 2.0869 4.6109  0.0564
H 0.6900 0.0173 5.9773  0.1229
H 0.8566 -1.8949 4.3893  0.0542
H -0.8093 -0.2035 1.7437  0.1350
H 1.2160 -2.8686 2.5497  0.0712
H 1.9500 -4.7612 1.9028  0.1818
H 2.3949 -6.9851 0.6371  0.1104
H 0.6196 -7.7028 -1.5660  0.1196
H -0.2782 -5.6315 -2.5029  0.1178
H 0.1498 -3.5627 -1.9077  0.1152
H 3.4936 -2.5309 2.1557  0.1125
H 5.7614 -2.6329 1.7424  0.0846
H 6.5811 -2.2901 -0.5127  0.0089
H 4.9881 -1.5628 -2.5453  0.1492
H 2.4214 -1.6217 -1.7022  0.1569
H -0.0609 4.6300 0.4723  0.1128
H 0.0429 6.1976 -1.4703  0.0338
H 1.3171 6.1418 -3.1671  0.0421
H 2.9289 4.2158 -3.7270  0.1291
H 3.1737 2.5664 -1.4287  0.0224
H 3.0729 4.2795 1.6384  0.1044
H 4.8766 4.0036 3.2191  0.0750
H 6.7458 2.3261 2.6477  0.1448
H 5.6215 0.4970 1.0554  0.1088
H 3.4753 0.3508 0.8186  0.1137
N -4.3506 0.0172 1.8457  0.0101
C -4.4355 -0.8856 0.7007  -0.3035
C -4.8675 -2.4050 1.1577  -0.1209
C -3.8194 -3.1098 2.0995  -0.1156
C -2.6478 -3.6983 1.1940  -0.1439
N -3.1040 -4.0124 -0.1286  0.0320
C -3.5158 -5.2156 -0.4089  -0.5358
N -3.2987 -6.3083 0.3696  0.0725
N -4.0208 -5.4847 -1.7080  0.0822
C -3.1786 -0.9047 -0.1348  -0.6391
O -3.2529 -1.1600 -1.2862  0.0889
O -2.0882 -0.5462 0.5097  -0.1818
H -3.2374 0.5431 1.7428  0.1774
H -4.3746 -0.6149 2.6423  0.0329
H -5.3045 -0.5506 0.0128  0.1539
H -5.0846 -2.9283 0.2689  0.0701
H -5.8602 -2.4806 1.6526  0.1098
H -4.4492 -3.8504 2.5221  0.0861
H -3.5926 -2.4838 2.8799  0.0604
H -2.2981 -4.6431 1.6337  0.0881
H -1.4743 -3.1912 1.0868  0.1796
H -3.1064 -3.3284 -0.7964  0.0817
H 4.6726 2.9293 -2.4022  0.1504
H -3.7163 -6.9624 -0.2376  -0.0329
H -4.7868 -4.9677 -2.2427  0.1202
H -3.9323 -6.4550 -1.9241  0.0552
C -2.3531 1.4928 -5.0744  -0.0963
N -1.6910 0.8615 -4.0619  0.0403
C -0.5039 1.0384 -3.6582  -0.4111
N 0.3143 2.1597 -4.2219  0.1603
O -0.1770 0.8119 -2.4111  -0.0869
H -2.2333 2.7579 -5.2551  0.1785
H -3.2139 0.9683 -5.4889  0.1083
H -1.8297 1.6063 -5.8750  -0.0172
H -2.1459 0.8127 -3.2401  0.0714
H -0.0798 2.4509 -5.0728  0.0192
H 1.0910 2.7095 -3.6154  0.1263
Br -3.7197 7.8758 -1.6981  0.6613
C -3.2007 6.2400 -0.7799  -0.7104
C -3.4936 6.2672 0.5621  -0.1998
N -3.2972 5.2099 1.5120  0.0602
C -2.9260 4.0138 0.8683  -0.1260
C -2.5479 3.9981 -0.4337  -0.0705
C -2.6744 5.1652 -1.3390  -0.0724
C -2.0626 2.4395 -0.9671  -0.5494
O -2.5969 2.2052 -2.0350  0.0534
O -1.2679 1.8264 -0.2785  -0.0985
H -3.9272 7.0232 1.3109  0.1212
H -2.8085 3.0148 1.5818  0.1678
H -2.4183 5.2501 -2.5062  0.1679

Force components x, y, z for each atom (eV/Å):
1.752 0.126 0.474
-1.237 -5.233 -1.872
-5.223 2.101 0.610
-2.295 -9.431 -9.034
0.087 -4.502 6.713
-1.509 -1.509 0.004
-0.499 -1.464 -4.567
0.532 4.957 5.811
-1.579 0.712 -1.051
3.450 -1.977 -3.524
-2.863 -0.530 1.127
0.145 2.377 -0.702
1.326 5.507 -0.032
2.298 -0.333 3.483
2.744 -0.253 0.355
-1.400 0.696 -0.259
-2.310 -1.443 -2.927
-1.098 -0.587 0.832
-5.671 -1.177 4.804
2.794 -0.563 2.550
-0.499 0.197 -1.320
-8.665 1.609 -0.549
-3.016 0.197 -1.705
2.339 1.203 -7.758
-0.303 -1.442 -3.886
4.626 0.191 -2.718
-0.667 2.691 -0.023
3.518 -3.727 -2.568
-0.482 -4.884 5.553
-0.069 -0.489 -0.209
-1.292 4.358 -1.942
4.405 2.063 0.497
0.053 -3.261 -1.157
-3.909 3.219 0.103
4.083 -0.510 0.320
3.313 -2.928 -2.090
-3.674 -1.774 1.363
0.213 1.942 0.183
1.783 10.056 6.988
0.730 3.021 0.563
0.575 0.413 -2.522
0.176 -4.153 1.597
0.501 1.947 0.836
-0.097 -0.949 0.766
-1.523 -1.882 -3.434
-1.877 -0.514 0.177
1.266 1.134 1.463
1.303 -0.711 0.580
0.432 0.610 0.175
-0.788 -0.402 0.436
1.034 -0.300 1.401
8.229 -0.695 -1.437
0.193 -0.586 3.714
2.253 0.297 0.526
-0.163 -0.177 0.034
-3.112 3.275 0.601
-0.023 2.359 -2.770
-0.922 -0.477 3.290
-0.009 -0.932 -0.123
-0.752 2.393 1.013
1.676 2.258 1.586
-2.195 -0.648 -0.094
0.746 -0.169 1.048
0.008 -0.262 -1.551
3.507 1.490 -0.592
-2.684 -0.987 0.282
0.643 2.194 1.235
-0.790 -0.287 -4.464
3.311 0.332 1.276
0.427 -0.328 2.207
0.254 -4.770 0.116
-0.216 3.718 -1.073
-1.037 1.806 -1.016
0.595 1.178 3.091
0.263 -1.075 -3.447
0.517 -0.256 -1.019
-4.335 -2.383 0.857
0.558 0.716 0.354
1.494 -0.406 0.813
0.293 -0.819 -1.071
0.503 0.982 0.076
0.096 -1.534 0.470
1.257 1.603 1.706
-0.506 0.107 -0.099
-3.791 -0.400 0.440
-0.045 1.967 -2.035
0.379 -0.030 -0.123
-0.587 -1.864 0.054
1.764 -0.806 1.581
-0.297 -0.173 -0.322
-2.424 3.627 -0.002
-0.570 -1.835 -2.828
6.841 6.219 5.277
0.149 -2.827 2.503
-0.152 -1.492 -2.770
-1.796 -2.232 2.318
-0.501 0.645 0.886
4.220 -1.407 -5.448
-3.113 -0.833 3.635
0.270 1.096 -0.994
-2.659 -2.018 -1.813
0.429 -0.681 -0.033
-1.544 2.865 1.178
-0.444 -1.683 6.713
-0.176 -0.391 -4.571
0.230 0.570 3.520
1.128 -1.782 -2.692
1.359 -3.525 -2.018
-2.444 4.806 -1.501
-0.248 -0.832 -0.462
1.123 -1.162 1.706
0.677 -0.035 -2.547
-0.375 2.847 -2.035
-0.414 -0.948 2.933


[2]
Below is 2 unconnected molecules or ions with the total composition C4H5N3O2 at a distorted geometry, with properties calculated with ωB97M-V/def2-TZVPD.

Computed properties:
Charge   0
Largest force on an atom   4.65 eV/A
Frontier orbital gap (alpha / beta)   8.54 / 8.55 eV
Relative energy (zero: lowest compared OMol25 entry of this formula, charge and spin)   686.39 kJ/mol
Molecular weight   127.1 u

Last column: natural (NBO) charge in e.
Positions of all 14 atoms, in Å:
C 0.1495 1.5589 0.9590  -0.1219
C 0.0815 0.4657 0.2476  0.2078
C -1.8073 2.0302 2.3654  0.9105
C 0.6769 -0.1946 -0.8955  -0.7207
N -0.6943 1.9940 1.9407  -0.5529
N -2.0657 -0.8176 1.8099  -0.4649
N -1.5627 -1.0106 0.7301  0.3471
O -1.6548 -1.8083 -0.1723  -0.4230
O -2.8064 2.2508 2.9038  -0.4969
H 0.9804 2.2526 0.8088  0.2270
H 0.0044 -0.1274 -1.7521  0.2499
H 0.8415 -1.2525 -0.6946  0.2561
H 1.6316 0.2648 -1.1675  0.2471
H -2.7904 -1.5013 2.0863  0.3347

Force components x, y, z for each atom (eV/Å):
0.282 0.238 -0.040
-2.102 -1.915 0.538
0.269 0.271 0.123
0.048 -0.187 -0.221
0.298 -0.014 0.157
-0.979 0.335 1.971
3.336 2.433 -2.144
-0.480 -0.579 0.149
-0.911 -0.184 0.251
0.007 -0.271 -0.266
0.024 -0.030 -0.031
0.038 -0.018 0.009
-0.017 0.074 0.081
0.188 -0.153 -0.577


[3]
Below is a molecular structure, C2H2CuO2 at a distorted geometry, with properties calculated with ωB97M-V/def2-TZVPD.

Computed properties:
⟨S²⟩   0.765
Charge   0
Largest force on an atom   2.76 eV/A
Frontier orbital gap (alpha / beta)   8.11 / 7.32 eV
Relative energy (zero: lowest compared OMol25 entry of this formula, charge and spin)   221.14 kJ/mol
Spin multiplicity   2
Molecular weight   121.6 u

Last column: natural (NBO) charge in e.
Positions of all 7 atoms, in Å:
C -1.4478 0.0340 0.0125  0.2505
C -1.8193 -1.1197 -0.0386  -0.2887
O 1.6637 -1.2768 0.0985  -0.8219
Cu 1.4081 0.7809 0.1031  0.8114
H -2.2785 -2.0916 0.0125  0.2511
O -0.7810 1.1608 0.0143  -0.7231
H -1.3576 1.9302 -0.0934  0.5206

Force components x, y, z for each atom (eV/Å):
-0.646 -2.671 -0.240
0.032 1.532 0.266
-0.084 2.140 0.014
0.088 -2.297 -0.015
0.313 0.439 -0.082
0.300 0.977 0.044
-0.003 -0.120 0.013